1.
{"formula": "C3H7NO", "method": "ωB97M-V/def2-TZVPD", "species": ["C", "C", "C", "N", "O", "H", "H", "H", "H", "H", "H", "H"], "xyz": [[0.51374, -0.01149, -0.42855], [1.79374, 0.56069, -0.08925], [-1.78072, -0.50614, -0.01668], [-0.51999, 0.16127, 0.28428], [-0.43611, 0.52930, 1.49086], [0.44105, -0.39726, -1.39271], [2.48698, 0.36806, -0.94383], [2.10576, -0.11001, 0.76723], [1.75181, 1.70334, 0.25748], [-1.69535, -1.39983, 0.63479], [-2.64352, -0.00736, 0.45812], [-2.01739, -0.89057, -1.02173]], "lowdin_charge": [-0.19, -0.08, -0.01, -0.35, -0.09, 0.11, 0.08, 0.10, 0.14, 0.10, 0.10, 0.10], "largest_force_ev_per_a": 2.7, "lumo_energy_ev": 0.9, "energy_ev": -6759.1131, "smiles": "C/C=[N+](/C)[O-]", "de_lowest_kj_mol": 350.9, "mol_weight_da": 73.095}



2.
{"formula": "C25H39Cl2IrPSe", "method": "ωB97M-V/def2-TZVPD", "species": ["P", "C", "C", "C", "C", "C", "C", "C", "C", "C", "C", "C", "C", "C", "C", "C", "C", "C", "C", "H", "H", "H", "H", "H", "H", "H", "H", "H", "H", "H", "H", "H", "H", "H", "H", "H", "H", "H", "H", "H", "H", "H", "H", "H", "H", "H", "H", "H", "H", "H", "H", "H", "Ir", "Cl", "Cl", "C", "H", "C", "C", "C", "C", "C", "C", "H", "H", "H", "H", "H", "Se"], "xyz": [[0.15108, -0.88104, -2.83012], [1.78178, -0.36264, -3.54617], [2.01416, -0.69612, -5.01469], [3.47591, -0.37622, -5.37937], [3.88590, 1.06303, -5.03255], [3.52843, 1.47323, -3.59763], [2.08410, 1.11586, -3.22876], [-1.31187, -0.11892, -3.70965], [-1.75260, -0.77332, -5.02065], [-3.08704, -0.16213, -5.48810], [-3.06845, 1.37118, -5.55983], [-2.52355, 2.02497, -4.28195], [-1.18926, 1.40703, -3.85564], [0.04184, -2.72379, -2.92198], [1.28601, -3.37269, -2.28378], [1.19085, -4.90422, -2.25660], [-0.12780, -5.44109, -1.69055], [-1.37900, -4.71415, -2.19431], [-1.24609, -3.18536, -2.21211], [2.49098, -0.96172, -2.94187], [1.32464, -0.11716, -5.64814], [1.82004, -1.76040, -5.21692], [3.63804, -0.57263, -6.44678], [4.12479, -1.06777, -4.82174], [4.96475, 1.18109, -5.18454], [3.40103, 1.75589, -5.73260], [4.20760, 0.97297, -2.89475], [3.67739, 2.55210, -3.46823], [1.89920, 1.31239, -2.16181], [1.39927, 1.76250, -3.79258], [-2.09668, -0.30565, -2.94829], [-3.86879, -0.46825, -4.77738], [-1.88329, -1.85938, -4.90205], [-0.97298, -0.62544, -5.78447], [-3.35845, -0.58144, -6.46485], [-4.08124, 1.74164, -5.75596], [-2.45279, 1.69001, -6.41153], [-2.39429, 3.10551, -4.42742], [-3.24780, 1.90201, -3.46332], [-0.85733, 1.85841, -2.90898], [-0.42852, 1.63694, -4.61893], [0.00225, -2.96454, -4.00336], [2.19581, -3.09072, -2.83097], [1.40168, -2.98236, -1.26045], [1.31634, -5.27259, -3.28279], [2.02526, -5.30806, -1.67163], [-0.09514, -5.37614, -0.59680], [-0.21100, -6.50631, -1.93074], [-2.23499, -4.99611, -1.57130], [-1.60509, -5.05230, -3.21333], [-2.13298, -2.75362, -2.69594], [-1.24021, -2.79911, -1.18143], [-0.50245, 0.92844, 1.80765], [-2.36656, -0.32607, 1.68057], [1.32394, -0.40701, 1.49864], [0.47238, 2.48686, 0.98477], [1.52306, 2.27318, 0.76046], [-1.59431, 4.91264, -1.85425], [-0.19244, 4.92526, -1.82433], [0.50154, 4.07487, -0.96711], [-0.21665, 3.20652, -0.12078], [-1.60329, 3.14026, -0.19264], [-2.29512, 3.99387, -1.06467], [-2.14243, 5.61493, -2.48764], [0.35853, 5.60490, -2.47195], [1.59266, 4.06331, -0.91780], [-2.10974, 2.40419, 0.44828], [-3.37895, 3.92896, -1.12202], [0.07454, 2.97684, 2.85694]], "lowdin_charge": [1.09, -0.47, -0.28, -0.29, -0.24, -0.22, -0.23, -0.46, -0.27, -0.25, -0.24, -0.22, -0.22, -0.49, -0.23, -0.25, -0.22, -0.24, -0.23, 0.10, 0.09, 0.06, 0.06, 0.09, 0.09, 0.09, 0.11, 0.09, 0.10, 0.09, 0.11, 0.10, 0.08, 0.08, 0.07, 0.09, 0.09, 0.10, 0.11, 0.10, 0.10, 0.09, 0.08, 0.11, 0.07, 0.09, 0.10, 0.09, 0.10, 0.08, 0.09, 0.11, 0.50, -0.29, -0.22, -0.92, 0.01, -0.13, -0.12, -0.06, -0.37, -0.10, -0.10, 0.09, 0.09, 0.11, 0.04, 0.09, 0.36], "s2": 8.772, "multiplicity": 6, "largest_force_ev_per_a": 2.5, "lumo_energy_ev": [4.3, 3.8], "energy_ev": -129075.5429, "de_lowest_kj_mol": 16.8, "mol_weight_da": 712.644, "total_charge": -2}



3.
{"formula": "C23H16BrN5O3W", "method": "ωB97M-V/def2-TZVPD", "species": ["W", "O", "C", "N", "C", "C", "C", "C", "C", "C", "N", "C", "O", "C", "C", "C", "C", "C", "N", "C", "C", "C", "C", "C", "N", "H", "H", "H", "H", "H", "H", "H", "H", "H", "H", "H", "H", "O", "C", "C", "C", "N", "C", "Br", "C", "H", "H", "H", "H"], "xyz": [[0.33996, -0.46980, 0.04674], [-0.47865, 3.34240, 1.35723], [-0.16183, 2.18998, 1.22177], [-0.07009, 1.49205, 0.02587], [-0.33884, 2.06252, -1.24776], [-0.87635, 3.32037, -1.51103], [-1.00808, 3.70236, -2.83690], [-0.61654, 2.86765, -3.88144], [-0.08277, 1.61470, -3.62924], [0.04092, 1.22446, -2.30308], [0.60934, 0.00602, -1.84227], [1.60918, -0.68666, -2.55186], [1.69086, -0.82469, -3.73481], [2.64061, -1.25396, -1.60023], [3.74316, -1.93357, -2.05702], [4.70658, -2.30901, -1.12403], [4.51552, -2.00717, 0.21631], [3.34869, -1.37027, 0.60587], [2.42321, -1.00210, -0.28976], [0.13868, 1.32243, 2.41671], [0.14001, 1.84736, 3.69239], [0.43145, 1.00795, 4.75595], [0.71129, -0.33054, 4.50945], [0.69201, -0.78772, 3.20794], [0.40911, 0.02367, 2.17291], [-1.15961, 3.98229, -0.71028], [-1.41610, 4.67880, -3.05970], [-0.73250, 3.19854, -4.90413], [0.21610, 0.95805, -4.43150], [3.84466, -2.12547, -3.11617], [5.60388, -2.82161, -1.44432], [5.25420, -2.26383, 0.96202], [3.14169, -1.13851, 1.64218], [-0.08201, 2.89791, 3.82003], [0.44096, 1.39023, 5.76788], [0.93796, -1.01594, 5.31348], [0.89390, -1.82469, 2.97079], [-5.52185, -2.54841, 0.11662], [-4.33733, -1.96325, 0.12687], [-4.14484, -0.57831, 0.05893], [-2.86585, -0.08024, 0.07127], [-1.78834, -0.88995, 0.14924], [-2.01105, -2.20588, 0.21275], [-0.36162, -3.15195, 0.31186], [-3.22441, -2.82056, 0.21299], [-6.25077, -1.91494, 0.04729], [-4.98366, 0.10136, -0.00703], [-2.66377, 0.98008, 0.00376], [-3.34711, -3.89222, 0.26548]], "lowdin_charge": [1.54, 0.14, -0.42, -0.07, -0.20, 0.01, -0.04, -0.04, 0.01, -0.20, -0.08, -0.40, 0.18, -0.18, 0.05, 0.02, 0.00, -0.08, -0.07, -0.17, 0.05, 0.01, -0.01, -0.11, -0.06, 0.11, 0.12, 0.12, 0.12, 0.14, 0.13, 0.13, 0.11, 0.14, 0.13, 0.13, 0.10, 0.16, -0.27, 0.06, -0.05, -0.15, -0.66, 0.94, 0.03, 0.15, 0.14, 0.13, 0.15], "s2": 2.043, "multiplicity": 3, "largest_force_ev_per_a": 0.5, "lumo_energy_ev": [-7.5, -7.1], "energy_ev": -109559.4018, "de_lowest_kj_mol": 0.0, "mol_weight_da": 674.157, "total_charge": 2}



4.
{"formula": "C4H11O3", "method": "ωB97M-V/def2-TZVPD", "species": ["C", "C", "C", "O", "C", "O", "H", "H", "H", "H", "H", "H", "H", "H", "H", "H", "H", "O"], "xyz": [[0.76437, -0.55298, -1.31364], [-0.62255, -1.02065, -0.86302], [-0.66840, -1.40197, 0.60839], [-0.63951, -0.31654, 1.46878], [1.15360, 0.90060, -1.00737], [1.01784, 1.38888, 0.29988], [1.50791, -1.15225, -0.78891], [0.96353, -0.68880, -2.40115], [-0.85775, -1.90097, -1.46472], [-1.32252, -0.23015, -1.10745], [-1.60490, -1.99250, 0.74375], [0.20501, -2.06234, 0.73465], [0.66344, 1.58478, -1.74637], [2.21238, 1.00879, -1.28731], [0.43629, 0.74383, 0.90085], [-1.00328, 2.03450, 1.68854], [-0.88898, 1.43301, 2.96620], [-1.31647, 2.22476, 2.56889]], "lowdin_charge": [-0.22, -0.23, -0.45, -0.33, -0.34, -0.15, 0.10, 0.10, 0.09, 0.10, 0.09, 0.08, 0.10, 0.09, 0.05, -0.02, 0.03, -0.11], "largest_force_ev_per_a": 1.4, "lumo_energy_ev": 4.1, "energy_ev": -10469.1165, "de_lowest_kj_mol": 54.3, "mol_weight_da": 107.129, "total_charge": -1}